[1]
Below is 2 unconnected molecules or ions with the total composition C5H12OSi in a non-equilibrium geometry, with properties calculated with the ωB97M-V functional and the def2-TZVPD basis.

Each line ends with the Löwdin charge.
Atoms and positions in Å:
1 C -1.79 0.80 0.39  -0.24
2 H 3.17 1.62 2.29  0.09
3 H -3.41 -0.80 -2.60  0.01
4 H 2.14 -2.11 0.84  0.04
5 O -1.19 1.03 -2.42  -0.21
6 Si -1.51 -0.07 -1.25  0.57
7 H -3.27 -1.88 -1.25  0.01
8 H -1.71 1.76 -2.67  0.03
9 C 3.14 0.49 2.23  -0.11
10 H 2.43 0.10 2.87  0.03
11 C 2.90 0.04 0.79  -0.30
12 H -1.40 1.75 0.35  -0.03
13 H -1.29 0.16 1.25  0.05
14 H 3.02 0.73 0.01  0.07
15 H 4.12 -0.01 2.43  0.08
16 H -2.87 0.93 0.74  0.04
17 H -2.26 -2.10 -2.49  0.00
18 C -2.73 -1.31 -1.98  -0.21
19 C 2.51 -1.14 0.48  0.09

Output
* calculated total energy: -15300.758 eV
* largest force on an atom: 4.3 eV Å⁻¹
* energy above the lowest of the compared OMol25 structures with the same formula, charge and spin: 104.8 kcal per mole
* LUMO (alpha / beta): 0.08 / 0.40 eV



[2]
Below is 2 unconnected molecules or ions with the total composition C5H12S in a non-equilibrium geometry, with properties calculated with the ωB97M-V functional and the def2-TZVPD basis.

Each line ends with the Löwdin charge.
Atoms and positions in Å:
1 H -0.74 0.10 -2.52  0.13
2 H -2.01 1.53 0.67  0.17
3 H -1.64 1.29 -1.12  0.11
4 H 1.03 0.50 2.53  0.00
5 S 1.73 -0.04 0.46  0.85
6 H 0.06 -2.04 -0.08  0.07
7 H 0.44 1.39 -2.20  0.11
8 C 0.04 0.08 -0.24  -0.87
9 H -1.37 -1.63 -0.86  0.09
10 C -0.82 1.32 -0.19  -0.17
11 H 2.30 -0.73 2.82  0.12
12 C -0.66 -1.20 -0.06  -0.19
13 H 1.17 -0.27 -1.96  0.07
14 C 0.19 0.32 -1.79  -0.19
15 H -0.13 2.08 -0.17  0.02
16 H -1.58 -1.24 0.84  0.16
17 C 1.43 -0.31 2.04  -0.53
18 H 0.56 -1.15 1.81  0.07

Output
* calculated total energy: -16209.137 eV
* largest force on an atom: 7.9 eV Å⁻¹
* energy above the lowest of the compared OMol25 structures with the same formula, charge and spin: 130.0 kcal per mole
* LUMO: 0.83 eV



[3]
Below is 2 unconnected molecules or ions with the total composition C5H12Se2 in a non-equilibrium geometry, with properties calculated with the ωB97M-V functional and the def2-TZVPD basis.

Each line ends with the Löwdin charge.
Atoms and positions in Å:
1 H 2.40 -0.15 0.54  0.10
2 Se -3.45 0.17 -0.02  0.30
3 H -0.79 1.39 1.45  0.10
4 H 1.06 -1.30 -1.53  0.10
5 H 1.33 -0.57 1.90  0.07
6 C 0.39 0.17 0.06  -0.76
7 H -1.20 -0.44 1.32  -0.05
8 Se -0.06 -2.79 0.15  0.82
9 H -2.80 0.04 -1.37  -0.31
10 C 0.56 1.29 -0.94  -0.07
11 H 1.36 1.11 -1.71  0.10
12 C -0.73 0.40 0.98  0.01
13 C 0.13 -1.07 -0.82  -0.51
14 H -0.38 1.60 -1.47  0.10
15 C 1.50 0.14 1.09  -0.07
16 H -1.29 -2.50 0.65  -0.25
17 H -0.70 -0.84 -1.57  0.07
18 H 1.72 1.19 1.58  0.14
19 H 0.94 2.14 -0.27  0.11

Output
* calculated total energy: -136068.455 eV
* largest force on an atom: 3.2 eV Å⁻¹
* energy above the lowest of the compared OMol25 structures with the same formula, charge and spin: 45.8 kcal per mole
* LUMO (alpha / beta): -1.18 / -1.18 eV



[4]
Below is 2 unconnected molecules or ions with the total composition C5H12Si in a non-equilibrium geometry, with properties calculated with the ωB97M-V functional and the def2-TZVPD basis.

Each line ends with the Löwdin spin population.
Atoms and positions in Å:
1 H -1.25 0.67 -1.36  0.01
2 C 0.21 -1.31 0.14  0.09
3 H 0.36 -2.13 0.91  0.00
4 H -2.81 -0.33 1.09  0.00
5 C 3.18 0.16 0.37  0.14
6 H -2.22 -1.52 -0.03  0.00
7 H 1.08 3.17 -1.60  0.94
8 C -1.33 0.56 -0.24  0.03
9 H 2.93 -0.33 1.34  0.01
10 Si 1.47 0.03 -0.38  0.66
11 H 4.03 -0.25 0.02  0.00
12 H -1.66 1.60 0.09  0.00
13 H 3.40 1.13 0.81  0.00
14 H -0.44 -1.67 -0.61  0.01
15 H -3.28 -0.20 -0.67  0.00
16 C -2.50 -0.42 0.05  0.00
17 H -0.16 0.32 1.56  0.00
18 C -0.16 0.06 0.52  0.11

Output
* calculated total energy: -13251.023 eV
* largest force on an atom: 5.0 eV Å⁻¹
* energy above the lowest of the compared OMol25 structures with the same formula, charge and spin: 47.0 kcal per mole
* spin multiplicity: 3
* LUMO (alpha / beta): 1.21 / -0.80 eV



[5]
Below is a molecular structure, C5H13AlN3 in a non-equilibrium geometry, with properties calculated with the ωB97M-V functional and the def2-TZVPD basis.

Each line ends with the Löwdin charge.
Atoms and positions in Å:
1 H -3.44 -2.49 1.55  -0.07
2 C 2.28 0.11 -1.52  -0.15
3 N -3.68 -2.15 0.63  -0.16
4 C -1.26 0.03 0.52  -0.40
5 H -3.05 -2.60 -0.02  -0.07
6 H 3.68 2.98 -0.74  0.08
7 Al -3.28 -0.27 0.60  0.10
8 N -0.40 -1.12 0.89  -0.11
9 H 1.56 -0.47 0.39  0.10
10 H -3.88 0.35 1.98  -0.14
11 H -0.63 -1.48 1.79  0.04
12 H 3.29 1.44 -2.94  0.08
13 C 2.61 1.38 0.28  -0.15
14 C 2.97 1.23 -1.93  -0.13
15 H -1.00 0.90 1.13  0.02
16 H -4.06 0.49 -0.61  -0.15
17 H 1.92 -0.74 -2.07  0.10
18 H -1.00 0.32 -0.50  0.02
19 H 2.53 1.64 1.32  0.10
20 N 2.06 0.21 -0.18  0.01
21 H -0.42 -1.84 0.20  0.04
22 C 3.18 2.03 -0.78  -0.13

Output
* calculated total energy: -16464.338 eV
* largest force on an atom: 1.6 eV Å⁻¹
* charge: -1
* LUMO: 3.43 eV



[6]
Below is C5H13B in the gas phase in a non-equilibrium geometry, with properties calculated with the ωB97M-V functional and the def2-TZVPD basis.

Each line ends with the Löwdin charge.
Atoms and positions in Å:
1 H 1.20 2.82 1.21  0.06
2 H -0.85 -1.38 1.61  0.10
3 H 1.33 2.44 -1.71  0.07
4 C -0.75 -1.27 0.52  -0.31
5 H -0.51 2.52 1.25  0.07
6 H -1.92 -3.06 0.20  0.06
7 C 0.51 1.75 -1.56  -0.05
8 H 1.35 -0.89 1.00  0.06
9 C 0.46 2.03 1.19  -0.05
10 C 0.64 -0.71 0.19  -0.14
11 H 0.57 1.45 2.10  0.05
12 H -0.40 2.33 -1.71  0.07
13 H 0.56 1.01 -2.36  0.05
14 B 0.55 1.16 -0.12  -0.20
15 H -1.04 -2.51 -1.22  0.07
16 H 1.02 -1.16 -0.72  0.06
17 H -0.18 -3.32 0.08  0.07
18 H -1.53 -0.58 0.19  0.10
19 C -0.99 -2.62 -0.14  -0.13

Output
* SMILES string: CCCB(C)C
* calculated total energy: -6071.607 eV
* largest force on an atom: 3.7 eV Å⁻¹
* energy above the lowest of the compared OMol25 structures with the same formula, charge and spin: 0.0 kcal per mole
* LUMO: 0.69 eV



[7]
Below is a molecular structure, C5H13CdO2 in a non-equilibrium geometry, with properties calculated with the ωB97M-V functional and the def2-TZVPD basis.

Each line ends with the Löwdin charge.
Atoms and positions in Å:
1 H 2.04 2.05 -2.31  0.11
2 H 2.56 2.83 -0.77  0.11
3 H 1.09 3.41 -1.62  0.10
4 H -0.54 -3.00 0.87  0.08
5 H -2.62 -0.68 0.79  0.10
6 O 0.88 1.63 -0.63  -0.40
7 C -1.52 -2.59 0.61  -0.06
8 C 1.54 0.42 -0.26  -0.17
9 O -0.66 -0.30 0.24  -0.43
10 H -1.47 -0.98 2.06  0.13
11 H -2.28 -3.15 1.18  0.10
12 C -1.64 -1.13 0.98  -0.23
13 H 2.52 0.65 0.19  0.15
14 H 1.03 -1.31 0.91  0.14
15 C 1.70 2.53 -1.38  -0.05
16 H -1.72 -2.74 -0.46  0.09
17 H 0.67 0.25 1.72  0.15
18 H 1.69 -0.20 -1.15  0.15
19 Cd -1.11 1.37 -0.78  1.20
20 C 0.67 -0.28 0.76  -0.17
21 H -2.84 1.23 -0.96  -0.11

Output
* calculated total energy: -14046.392 eV
* largest force on an atom: 5.1 eV Å⁻¹
* energy above the lowest of the compared OMol25 structures with the same formula, charge and spin: 0.0 kcal per mole
* charge: +1
* LUMO: -3.26 eV



> largest force on an atom of number 3 (C5H12Se2)?

3.2 eV Å⁻¹



> Which value of calculated total energy does entry 5 give?

-16464.338 eV



> Among the records above, which one has the highest calculated total energy?

C5H13B



> Number 4 is which compound?

C5H12Si